1.
{
  "formula": "C2H4S2",
  "method": "the ωB97M-V functional and the def2-TZVPD basis",
  "symbols": ["H", "S", "C", "H", "H", "H", "S", "C"],
  "positions_angstrom": [[0.713318, -0.811931, 1.099351], [-1.754690, 1.156050, 0.231518], [-0.453611, 0.094443, -0.498800], [1.006103, 0.983179, 0.893390], [1.538835, -0.212570, -0.452410], [-0.223368, 0.157220, -1.517476], [-1.620314, -1.331478, -0.087760], [0.793730, -0.034916, 0.332189]],
  "forces_ev_per_a": [[0.2, 0.2, -0.4], [0.3, -3.5, -0.9], [-1.2, -1.0, 2.6], [-0.1, -2.0, -1.3], [0.6, -0.2, 0.9], [-0.3, 0.4, -1.5], [-0.2, 3.8, -0.1], [0.8, 2.3, 0.6]],
  "lowdin_charge": [0.05, 0.58, -1.14, 0.10, 0.07, 0.03, 0.54, -0.24],
  "lumo_energy_ev": -1.93,
  "orbital_gap_ev": 7.16,
  "smiles": "CC1SS1",
  "e_tot_ev": -23807.3341,
  "relative_energy_ev": 1.5441
}

---

2.
{
  "formula": "C15H15CuN10S",
  "method": "the ωB97M-V functional and the def2-TZVPD basis",
  "symbols": ["H", "C", "C", "H", "N", "H", "C", "C", "N", "N", "C", "H", "H", "H", "C", "N", "C", "H", "C", "S", "N", "N", "C", "H", "H", "H", "H", "H", "C", "C", "N", "H", "H", "C", "H", "Cu", "N", "C", "C", "N", "N", "C"],
  "positions_angstrom": [[-1.026000, -5.807600, 0.180100], [1.550500, 0.474900, 2.554800], [4.311100, -0.584900, -0.361300], [5.798600, -0.663500, 1.189700], [-3.575600, -1.790900, -0.026700], [-6.010400, -2.117400, 0.321100], [3.846900, -0.228100, 1.949000], [4.756900, -0.514200, 0.952700], [-1.924400, -0.126000, -0.290600], [-0.035700, -2.097300, -0.168900], [-0.942200, 2.551800, 2.005500], [4.999300, -0.786600, -1.165100], [-3.460800, 2.602900, -1.074500], [-1.734500, 2.369600, -0.889100], [-4.513300, -0.825400, -0.119000], [-4.223400, 0.427400, -0.442300], [-1.316200, -2.459300, -0.076300], [-2.770100, -4.008200, 0.081000], [-1.716800, -3.787500, 0.031500], [-0.202600, 2.975200, 0.508100], [-1.933300, 3.306900, 2.496400], [0.398900, 0.790500, 2.085300], [0.584100, -4.393100, -0.030700], [-6.497900, -0.466600, 0.027500], [1.371400, -5.129200, -0.012300], [1.919000, -2.727700, -0.268200], [-2.276400, 3.133500, 3.426900], [1.865800, 0.767200, 3.552300], [-2.938600, 0.752500, -0.543300], [-2.331200, -1.397100, -0.123900], [-2.674400, 1.986300, -0.946900], [-2.117600, 4.201500, 2.071200], [2.590200, -0.394800, -1.639200], [-0.746600, -4.771100, 0.073300], [4.160900, -0.134300, 2.975300], [0.063200, 0.068600, 0.124900], [2.088800, -0.097800, 0.328400], [2.508700, -0.023700, 1.606800], [2.966300, -0.369000, -0.625200], [-0.484700, 1.532400, 2.695900], [-5.777600, -1.162000, 0.111300], [0.889800, -3.046600, -0.162800]],
  "forces_ev_per_a": [[0.0, -0.1, 0.0], [-1.0, 0.6, 0.8], [-0.1, 0.0, 0.1], [0.1, 0.0, 0.0], [0.2, -0.5, 0.0], [0.0, 0.1, 0.0], [-0.4, 0.0, -0.1], [-0.2, 0.0, -0.2], [0.7, -0.2, 0.1], [-0.4, 0.6, 0.0], [0.8, -0.5, -0.7], [0.0, 0.0, -0.1], [0.0, -0.1, 0.0], [-0.1, 0.0, 0.2], [0.6, 0.6, -0.1], [-0.5, 0.0, 0.1], [0.1, -0.8, 0.1], [0.0, 0.0, 0.1], [0.1, 0.2, 0.0], [0.5, 0.0, -0.5], [-0.4, 0.1, 0.2], [0.7, -0.6, -1.2], [-0.2, 0.1, 0.0], [0.0, 0.0, 0.0], [0.1, 0.0, 0.0], [0.0, 0.0, 0.1], [0.0, 0.0, 0.0], [0.0, 0.0, 0.0], [-0.3, 0.3, -0.1], [-1.0, 0.4, 0.0], [0.0, -0.2, -0.2], [0.1, -0.2, 0.1], [0.0, 0.0, 0.0], [0.2, 0.2, 0.0], [0.0, 0.0, 0.2], [0.3, 0.2, 0.1], [-0.4, 0.1, 0.2], [0.6, -0.2, -0.3], [0.5, -0.1, -0.3], [-1.0, 0.3, 1.9], [-0.1, -0.1, 0.0], [0.4, -0.3, 0.1]],
  "mulliken_spin": [0.00, 0.01, 0.01, 0.00, 0.00, 0.00, 0.00, 0.00, 0.05, 0.05, -0.01, 0.00, 0.00, 0.00, 0.00, 0.00, 0.01, 0.00, 0.00, 0.10, 0.00, 0.05, 0.00, 0.00, 0.00, 0.00, 0.00, 0.00, 0.00, -0.01, 0.00, 0.00, 0.00, 0.00, 0.00, 0.63, 0.07, 0.00, 0.00, 0.04, 0.00, 0.00],
  "lumo_energy_ev": [-3.41, -4.51],
  "orbital_gap_ev": [7.23, 6.06],
  "total_charge": 1,
  "spin_multiplicity": 2,
  "e_tot_ev": -86170.6481,
  "relative_energy_ev": 1.1570,
  "s2": 0.756
}

---

3.
{
  "formula": "C9H17BeN3O3",
  "method": "the ωB97M-V functional and the def2-TZVPD basis",
  "symbols": ["H", "H", "H", "C", "H", "H", "C", "H", "N", "C", "H", "H", "C", "H", "H", "O", "C", "O", "H", "N", "C", "H", "C", "C", "H", "N", "H", "Be", "C", "O", "H", "H", "H"],
  "positions_angstrom": [[-0.766910, 1.051961, -4.125277], [0.697516, -0.257776, -4.643454], [-2.073468, -0.982928, 4.170272], [1.056596, 0.595115, 3.661387], [-1.754974, -1.121341, 1.823007], [-0.241384, -1.168000, 2.164158], [0.106623, 0.501880, -2.194506], [-1.730905, 2.641633, -1.684199], [0.546669, 1.379055, 2.500228], [0.350809, -1.126029, -4.095777], [0.096471, -0.588158, 5.165120], [-0.399489, 1.081748, 5.134799], [1.327277, -1.535955, -1.932362], [-0.712717, -1.314433, -4.178369], [1.641515, -0.243517, 3.283234], [1.756337, -1.339553, -0.783213], [1.223567, -2.333606, -4.174446], [0.609265, 0.831950, -1.126146], [1.776818, 1.243503, 4.167028], [-1.061089, -0.551005, 2.293118], [-1.507714, 2.302058, -2.687684], [-2.178472, 0.748354, 3.680662], [-0.751135, 1.257498, -3.048653], [-1.434159, -0.190433, 3.726612], [0.929281, 2.348352, 2.604473], [0.508916, -0.720870, -2.707371], [2.117475, -2.062566, -4.754213], [-1.116197, 1.169969, 2.648671], [-0.174134, 0.217716, 4.500253], [1.665910, -2.636019, -2.804343], [0.653211, -3.144873, -4.656392], [-1.993438, 2.920695, -3.452479], [0.831924, 1.025579, 1.525870]],
  "forces_ev_per_a": [[0.2, -0.1, 0.6], [-0.1, -0.4, -0.9], [0.3, 0.9, 0.1], [0.3, -0.3, -0.6], [-0.8, 0.4, 0.0], [0.2, 0.9, 0.6], [1.9, -1.2, 1.2], [0.5, -0.2, 0.2], [0.1, 2.4, -1.5], [-0.8, 1.0, 1.5], [0.0, -0.3, 0.3], [-0.2, -0.2, 0.1], [1.9, -1.1, 0.3], [-0.1, -0.1, -0.9], [-0.2, -0.2, 0.1], [-1.4, -1.7, -3.5], [0.8, -0.3, -0.1], [-1.6, 1.2, 0.3], [-0.3, -0.4, 0.4], [-1.0, 0.2, 0.3], [-0.1, 0.1, -0.4], [0.2, -0.9, 0.1], [-1.6, 2.0, -1.3], [-0.4, -1.4, -0.3], [-0.3, -0.9, -0.6], [0.3, 0.3, 1.4], [-0.2, -0.6, 0.2], [1.9, -1.1, -2.4], [0.9, 0.2, 1.2], [-0.9, 1.7, 1.2], [0.7, -0.1, 0.6], [0.1, -0.5, 0.2], [-0.2, 0.6, 1.4]],
  "lowdin_charge": [0.11, 0.13, 0.19, -0.13, 0.15, 0.16, -0.43, 0.06, 0.03, -0.10, 0.15, 0.15, -0.36, 0.14, 0.15, 0.08, -0.09, 0.05, 0.15, 0.10, 0.10, 0.20, -0.07, -0.12, 0.17, 0.04, 0.14, 0.56, -0.12, 0.02, 0.14, 0.09, 0.17],
  "lumo_energy_ev": -9.80,
  "orbital_gap_ev": 5.17,
  "total_charge": 2,
  "e_tot_ev": -20604.8163,
  "relative_energy_ev": 6.7526
}

---

What is the formula in the third record?
C9H17BeN3O3